Computed, not measured: a structure of composition C36H56As3ClCsN3O16PS2, with wB97M-V/def2-TZVPD.

Atoms and positions in Å:
Cs 0.34659 -0.15429 0.61603
O -1.97634 -1.71050 -1.44400
S -2.76008 -2.88835 -1.90317
C -1.87879 -4.37910 -1.33323
C -1.89404 -4.62428 0.16654
C -0.91465 -5.71391 0.62405
C 0.54911 -5.55621 0.22131
S 1.38208 -4.02722 0.74013
O 0.47374 -2.92853 0.29102
C 1.11415 -4.19395 2.50280
C 0.14073 -3.41145 3.10162
C -0.05777 -3.50908 4.47175
C 0.71860 -4.37995 5.22381
C 1.70350 -5.14699 4.61330
C 1.91098 -5.05279 3.24562
C -4.18067 -3.03918 -0.82073
C -4.18135 -2.35275 0.38098
C -5.27442 -2.48133 1.22722
C -6.34579 -3.28623 0.86510
C -6.33553 -3.96400 -0.34888
C -5.24983 -3.83760 -1.20245
H -0.87149 -4.18475 -1.70722
H -2.30592 -5.21354 -1.89825
H -2.89660 -4.93524 0.46896
H -1.67656 -3.68813 0.67639
H -1.24778 -6.68184 0.23267
H -0.97277 -5.78940 1.71253
H 0.67930 -5.55901 -0.86358
H 1.15108 -6.37649 0.62033
H -0.44164 -2.72369 2.50243
H -0.80956 -2.89060 4.94510
H 0.57107 -4.44602 6.29422
H 2.33089 -5.80067 5.20506
H 2.70947 -5.61011 2.77036
H -3.33985 -1.72774 0.65135
H -5.27736 -1.94773 2.16916
H -7.19733 -3.38258 1.52683
H -7.17766 -4.58207 -0.63350
H -5.23747 -4.34828 -2.15923
C 1.10662 3.82908 2.34692
As 0.63805 3.57522 0.46095
C 1.89613 4.93917 -0.20102
C -1.01794 4.65832 0.61066
C -1.95214 4.86661 -0.60166
C -2.78337 6.12397 -0.30152
C -2.94311 3.70336 -0.75553
As -2.28072 1.85133 -0.97359
C -2.29171 1.67718 -2.93604
C -4.04924 1.04662 -0.74199
C -1.11791 5.07071 -1.87756
As -1.86817 6.12097 -3.37527
C -0.48025 5.55969 -4.64870
C -3.27259 4.94151 -4.07889
H 1.03589 4.88827 2.60326
H 2.12847 3.48970 2.50830
H 0.42562 3.25136 2.96759
H 1.66085 5.92323 0.20984
H 1.89743 4.98869 -1.28944
H 2.88988 4.63761 0.13216
H -0.68450 5.63746 0.97191
H -1.58168 4.19047 1.42485
H -3.27205 6.02366 0.67003
H -3.56119 6.28070 -1.05420
H -2.15266 7.01619 -0.27798
H -3.63283 3.90342 -1.58090
H -3.54534 3.64579 0.15684
H -3.25103 1.99454 -3.34849
H -2.13752 0.61881 -3.15263
H -1.48646 2.24384 -3.40455
H -4.80269 1.63740 -1.26768
H -4.28361 0.99662 0.31955
H -4.01910 0.04160 -1.15681
H -0.76170 4.10751 -2.25744
H -0.22855 5.65588 -1.62669
H 0.48358 5.96374 -4.33876
H -0.71268 5.94533 -5.64116
H -0.41403 4.47133 -4.69385
H -4.15962 4.98547 -3.44823
H -2.93241 3.91026 -4.15424
H -3.54241 5.30519 -5.07124
O -2.50715 0.35452 4.24261
Cl -2.17783 0.74013 2.90250
O -3.09962 1.73569 2.41883
O -0.82717 1.27094 2.85374
O -2.22798 -0.42828 2.03298
C 2.59935 -1.00211 -5.59387
O 1.63834 -1.39122 -4.61143
P 1.54249 -0.63183 -3.18148
O 3.08625 -0.66861 -2.64344
C 3.43616 -1.69547 -1.70908
O 1.57723 0.90153 -3.74425
C 1.45998 1.91465 -2.74285
H 2.61974 -1.78787 -6.34658
H 3.58837 -0.89521 -5.14704
H 2.30991 -0.05806 -6.05430
H 4.22257 -1.30532 -1.06866
H 3.79601 -2.57960 -2.23964
H 2.58879 -1.97099 -1.07849
H 1.38594 2.87190 -3.25748
H 2.32946 1.92107 -2.08280
H 0.55791 1.76618 -2.14111
O 8.33987 -0.79720 4.71352
N 7.72638 0.07233 4.11363
O 8.03730 1.25225 4.12569
C 6.53301 -0.31253 3.39782
C 6.14856 -1.65059 3.36816
C 5.03671 -2.00955 2.66632
C 4.13115 -1.07768 1.99860
O 3.03541 -1.40700 1.54214
C 4.67118 0.27971 2.02153
C 5.80005 0.64248 2.71576
N 4.00356 1.35034 1.29852
O 4.25099 2.50436 1.61878
O 3.26541 1.06245 0.37218
N 4.75317 -3.43768 2.60328
O 4.34304 -3.88998 1.55157
O 4.95387 -4.11044 3.60295
H 6.73245 -2.39999 3.88181
H 6.11583 1.67448 2.72030

Atoms 1-3, force components in eV/Å:
0.34 0.01 -0.40
-0.05 0.04 0.10
0.01 -0.01 -0.01

E_HOMO	-5.884	eV
E	-11098.48337	Ha
LUMO	1.62	eV
HOMO-LUMO gap	7.50	eV
charge	-1
ΔE to the lowest compared entry with this formula, charge and spin	0.808	eV

Computed, not measured: a structure of composition C36H56N3O2P2Se2Ta, with wB97M-V/def2-TZVPD.

Atoms and positions in Å:
Ta -0.10311 0.05968 -0.71795
C 1.77538 -4.11501 -0.57343
C 2.00523 -3.05055 0.50128
C 3.15169 -3.44005 1.43603
P 2.17424 -1.32835 -0.16479
C 3.54920 -1.15169 -1.38076
C 4.74578 -2.09290 -1.23949
C 4.01728 0.31176 -1.41375
C 2.56965 -0.31484 1.26809
C 3.84885 -0.10966 1.78714
C 4.07342 0.81371 2.79485
C 5.42266 0.98404 3.43659
C 2.98541 1.59483 3.19897
C 1.71326 1.38540 2.70711
C 1.47100 0.36624 1.78320
N 0.15262 -0.01786 1.34358
C -0.85005 -0.14791 2.34202
C -0.57956 -0.18961 3.71101
C -1.60481 -0.20876 4.64297
C -2.94523 -0.22979 4.26772
C -4.06115 -0.16348 5.27727
C -3.20633 -0.32737 2.90773
C -2.18589 -0.29797 1.95888
P -2.48108 -0.62943 0.21821
C -3.95710 0.31426 -0.37996
C -5.30758 -0.32917 -0.05169
C -3.89860 1.75668 0.12286
C -2.92797 -2.42398 0.25762
C -3.39447 -2.99238 -1.08437
C -1.77567 -3.24481 0.83448
H 1.50885 -5.05597 -0.08809
H 2.67748 -4.29695 -1.15965
H 0.97514 -3.85914 -1.26219
H 1.09730 -2.96167 1.10643
H 4.09663 -3.54583 0.90559
H 2.91313 -4.40918 1.87841
H 3.27920 -2.72734 2.24905
H 3.04643 -1.39042 -2.32295
H 5.27869 -1.94857 -0.29964
H 5.44673 -1.87502 -2.04809
H 4.46666 -3.14008 -1.32910
H 4.77077 0.49071 -0.64760
H 3.21255 1.02787 -1.22249
H 4.47919 0.53797 -2.37897
H 4.68097 -0.68507 1.39755
H 6.18801 0.39818 2.93026
H 5.38290 0.65887 4.47752
H 5.72554 2.03196 3.43563
H 3.14472 2.38348 3.92683
H 0.89845 2.00276 3.05891
H 0.44279 -0.21103 4.06117
H -1.34990 -0.21161 5.69699
H -3.67531 -0.18770 6.29486
H -4.75773 -0.99472 5.15605
H -4.62951 0.76040 5.15427
H -4.23295 -0.44973 2.58472
H -3.82739 0.32335 -1.46513
H -5.45789 -0.46757 1.01773
H -5.45243 -1.28820 -0.54061
H -6.09459 0.34099 -0.40189
H -4.21232 1.82025 1.16601
H -4.56657 2.37589 -0.47774
H -2.90191 2.18248 0.03623
H -3.76584 -2.43819 0.96152
H -2.55714 -3.13967 -1.76042
H -4.12828 -2.36087 -1.58258
H -3.85191 -3.96917 -0.91496
H -0.98191 -3.35829 0.09253
H -2.12878 -4.24453 1.09171
H -1.35989 -2.79760 1.73910
O 1.47548 0.57173 -2.97194
C 1.19303 0.26559 -4.35136
C -0.30685 0.12561 -4.63030
C -0.44729 0.07011 -6.16720
O 0.14570 1.23112 -6.71587
C -1.08797 1.34205 -4.16396
Se -1.18744 1.73649 -2.24221
C -0.92697 -1.16662 -4.11190
Se -0.32194 -1.83708 -2.37099
H 2.34560 0.97998 -2.93673
H 1.69685 -0.66565 -4.63183
H 1.57031 1.07481 -4.97147
H -1.51197 0.01406 -6.42032
H 0.03973 -0.84025 -6.53416
H -0.01648 1.26305 -7.66393
H -2.13184 1.25134 -4.46272
H -0.68419 2.24641 -4.61263
H -0.67889 -1.99923 -4.76791
H -2.01140 -1.08300 -4.06577
N -0.83222 6.55279 0.96680
C -0.54845 5.25249 0.76830
C -1.16549 4.23661 1.51946
C -0.86755 2.92427 1.25327
N -0.01468 2.52500 0.29606
C 0.59541 3.50267 -0.40033
C 0.38281 4.83958 -0.20284
H -1.49714 6.83639 1.66303
H -0.37206 7.27081 0.43703
H -1.87727 4.48206 2.29749
H -1.32880 2.14366 1.84554
H 1.29630 3.18233 -1.16244
H 0.91870 5.56872 -0.79654

Atoms 1-3, force components in eV/Å:
0.33 0.87 -0.01
0.05 -0.05 0.04
-0.05 0.01 -0.21

E_HOMO	-12.413	eV
E	-7262.31726	Ha
LUMO	-6.39	eV
HOMO-LUMO gap	6.02	eV
charge	+2
ΔE to the lowest compared entry with this formula, charge and spin	1.009	eV